Record 1
Formula: C50H40N6O4P2Rb
Source: OMol25
Level of theory: wB97M-V/def2-TZVPD

Positions of all 103 atoms, in Å:
Rb -1.120517 -0.196392 1.333256
O -0.510662 3.285496 5.265438
C -0.540784 2.296501 4.349331
O -0.122846 2.447808 3.229682
C -1.157342 1.035118 4.874190
C -1.771700 0.964925 6.110405
C -2.350919 -0.251272 6.465131
C -2.286573 -1.314626 5.589422
C -1.632292 -1.147767 4.364795
N -1.080370 0.012119 4.026830
C -1.583868 -2.281979 3.331527
O -2.435115 -2.173307 2.424102
O -0.705361 -3.146284 3.497869
H -0.104076 4.047921 4.828331
H -1.805458 1.823804 6.763610
H -2.852483 -0.354318 7.419142
H -2.729796 -2.271784 5.828556
N 1.490145 -2.917570 1.382738
P 1.733268 -1.707871 2.634401
C 2.562353 -2.778216 3.867040
C 3.132601 -4.011722 3.571741
C 3.762454 -4.747881 4.566240
C 3.830930 -4.258784 5.862366
C 3.257541 -3.031099 6.166035
C 2.620272 -2.301510 5.174388
C 3.182793 -0.776423 2.011020
C 3.075010 0.610285 2.045157
C 4.128003 1.413689 1.620178
C 5.292388 0.829052 1.153454
C 5.408221 -0.557671 1.113792
C 4.363148 -1.353724 1.545669
P 0.800783 -2.321734 -0.109490
C 2.302336 -1.730424 -0.974959
C 2.435585 -0.372162 -1.228718
C 3.555086 0.114165 -1.896081
C 4.536603 -0.762984 -2.323959
C 4.407066 -2.127776 -2.081599
C 3.298493 -2.606433 -1.407946
C 0.550179 -3.883800 -1.017841
C 0.124608 -3.770144 -2.343040
C -0.113930 -4.902843 -3.101641
C 0.054894 -6.164768 -2.543225
C 0.461884 -6.283903 -1.224368
C 0.709060 -5.147230 -0.462215
H 0.766008 -3.505148 1.816187
H 3.076190 -4.391697 2.559401
H 4.200262 -5.709191 4.325716
H 4.321520 -4.836229 6.636170
H 3.295498 -2.648363 7.178460
H 2.150833 -1.353832 5.417040
H 2.156319 1.066966 2.400515
H 4.028688 2.491816 1.643349
H 6.111260 1.448757 0.808900
H 6.314545 -1.014129 0.735135
H 4.449800 -2.433288 1.508830
H 1.649656 0.315116 -0.932829
H 3.639319 1.174111 -2.098484
H 5.402212 -0.387735 -2.856275
H 5.171335 -2.814693 -2.424816
H 3.191410 -3.669272 -1.221620
H -0.024456 -2.789208 -2.783554
H -0.438856 -4.798904 -4.129110
H -0.136249 -7.050622 -3.136018
H 0.589800 -7.263522 -0.780650
H 1.037718 -5.258863 0.562966
C -3.398856 4.304408 0.405450
C -2.863975 3.181767 1.019962
N -3.150013 1.939097 0.638765
C -3.970046 1.787760 -0.395853
C -4.532255 2.842133 -1.112856
C -4.247637 4.131540 -0.672124
C -5.433888 2.537161 -2.236852
C -5.655695 3.230173 -3.354097
C -4.946757 4.421364 -3.863226
C -3.564766 4.568017 -3.807084
C -3.032678 5.709605 -4.376402
N -3.787834 6.651111 -4.942413
C -5.091619 6.402699 -4.957938
N -5.713297 5.338466 -4.466899
H -3.150762 5.292916 0.767477
H -2.173470 3.282349 1.850605
H -4.194458 0.766570 -0.685471
H -4.693579 4.987549 -1.160962
H -6.012056 1.627094 -2.109693
H -6.450393 2.896703 -4.011774
H -2.924922 3.807147 -3.382131
H -1.960271 5.869542 -4.387462
H -5.720675 7.148359 -5.433019
C -1.440520 0.101366 -2.335169
C -1.050259 0.841797 -3.422539
C 0.278440 0.792767 -3.988741
C 0.659861 1.585031 -5.031589
C -0.231820 2.495132 -5.643569
C -1.554876 2.525960 -5.151950
C -1.951254 1.742761 -4.106457
C 0.174526 3.322394 -6.718351
N 0.505399 4.003524 -7.594381
H -0.782670 -0.626553 -1.875797
H -2.468862 0.127963 -1.999289
H 0.993477 0.097097 -3.567718
H 1.673980 1.512511 -5.410735
H -2.273197 3.184140 -5.630932
H -2.986754 1.772049 -3.778809

Atomic forces in eV per Å
Rb -0.1 1.0 -1.2
O 0.0 0.0 0.0
C 0.0 0.0 0.0
O 0.0 0.0 0.0
C 0.1 0.0 0.0
C 0.0 0.0 0.0
C 0.0 0.0 0.0
C 0.1 0.0 0.1
C -0.1 -0.1 0.2
N -0.2 -0.1 0.4
C -0.1 -0.2 0.2
O -0.1 -0.3 0.2
O 0.0 0.0 0.0
H 0.0 0.0 0.0
H 0.0 0.0 0.0
H 0.0 0.0 0.0
H 0.0 0.0 0.0
N 0.0 0.0 0.1
P 0.0 -0.1 -0.1
C 0.0 0.1 0.1
C 0.0 0.0 0.0
C 0.0 0.0 0.0
C 0.0 0.0 0.0
C 0.0 0.0 0.0
C 0.0 0.0 0.0
C 0.1 0.0 0.0
C 0.0 0.0 0.0
C 0.0 0.0 0.0
C 0.0 0.0 0.0
C 0.0 0.0 0.0
C 0.0 0.0 0.0
P 0.4 -0.1 -0.1
C 0.0 -0.1 -0.1
C 0.0 0.1 -0.1
C -0.1 0.0 0.0
C 0.0 0.0 0.0
C 0.0 0.0 0.0
C 0.0 0.0 0.0
C -0.1 0.0 0.1
C 0.0 0.0 0.0
C 0.0 0.0 0.0
C 0.0 0.0 0.0
C 0.0 0.0 0.0
C 0.0 0.0 0.0
H 0.0 0.0 0.0
H 0.0 0.0 0.0
H 0.0 0.0 0.0
H 0.0 0.0 0.0
H 0.0 0.0 0.0
H 0.0 0.0 0.0
H 0.0 0.0 0.0
H 0.0 0.0 0.0
H 0.0 0.0 0.0
H 0.0 0.0 0.0
H 0.0 0.0 0.0
H 0.0 0.0 0.0
H 0.0 0.0 0.0
H 0.0 0.0 0.0
H 0.0 0.0 0.0
H 0.0 0.0 0.0
H 0.0 0.0 0.0
H 0.0 0.0 0.0
H 0.0 0.0 0.0
H 0.0 0.0 0.0
H 0.0 0.0 0.0
C 0.0 0.0 0.0
C 0.0 0.0 0.0
N 0.0 0.1 0.0
C 0.0 0.0 0.0
C 0.0 0.0 -0.1
C 0.0 0.0 0.0
C -0.1 0.0 0.0
C 0.0 0.0 0.0
C 0.1 0.1 0.0
C -0.2 0.1 0.1
C 0.0 0.0 0.0
N 0.0 0.0 0.0
C 0.0 0.0 0.0
N 0.0 0.0 0.0
H 0.0 0.0 0.0
H 0.0 0.0 0.0
H 0.0 0.0 0.0
H 0.0 0.0 0.0
H 0.0 0.0 0.0
H 0.0 0.0 0.0
H -0.1 0.1 0.0
H 0.0 0.0 0.0
H 0.0 0.0 0.0
C 0.0 -0.1 0.1
C -0.1 0.1 0.0
C 0.0 0.0 0.0
C 0.0 0.0 0.0
C -0.1 0.0 0.0
C 0.1 -0.1 -0.1
C 0.0 -0.1 0.0
C 0.0 0.0 0.0
N 0.0 0.0 0.0
H 0.0 0.0 0.0
H 0.0 0.0 0.0
H 0.0 0.0 0.0
H 0.0 0.0 0.0
H 0.1 -0.1 0.0
H 0.0 -0.1 0.0

Results
energy above the lowest of the compared OMol25 structures with the same formula, charge and spin: 92.25 kJ/mol
charge: -1
E_tot: -3265.7538 Eh
gap between HOMO and LUMO: 4.54 eV
E_HOMO: -2.97 eV

---

Record 2
Formula: C50H42AsN6S5SbTc
Source: OMol25
Level of theory: wB97M-V/def2-TZVPD

Positions of all 106 atoms, in Å:
Tc 0.342618 0.052543 1.863812
C -6.308408 2.062637 1.703736
C -6.380907 0.621357 1.281415
C -7.595913 0.010735 1.004747
C -7.672238 -1.313857 0.597362
C -6.505306 -2.042442 0.439239
C -5.277012 -1.453635 0.700061
C -5.209118 -0.134654 1.141325
N -3.988221 0.514488 1.409475
C -2.756040 -0.053416 1.653570
N -2.799357 -1.174804 2.401526
C -1.780695 -2.064357 2.831395
C -0.429326 -1.722349 2.782429
C 0.456284 -2.679349 3.304296
C 0.034283 -3.895127 3.810713
C -1.320648 -4.193444 3.830564
C -2.248285 -3.283889 3.355260
C -3.720772 -3.598223 3.436380
N -1.665419 0.523297 1.232753
C -1.866826 1.698226 0.413840
C -1.670833 2.941508 1.006630
C -1.787632 4.103243 0.264931
C -2.115410 4.022674 -1.081229
C -2.340366 2.785453 -1.661563
C -2.230673 1.603697 -0.930375
C -2.502116 0.295419 -1.626759
H -7.307143 2.469836 1.847107
H -5.808228 2.676066 0.947638
H -5.751983 2.177537 2.636080
H -8.505103 0.589106 1.117136
H -8.633637 -1.767696 0.398847
H -6.542243 -3.068090 0.095733
H -4.368394 -2.019270 0.539782
H -3.941938 1.488083 1.146817
H -3.726466 -1.408263 2.717073
H 1.514336 -2.452318 3.346594
H 0.755103 -4.601849 4.202910
H -1.664011 -5.139494 4.232246
H -3.867751 -4.607288 3.816817
H -4.216411 -3.537160 2.464836
H -4.240685 -2.918099 4.119200
H -1.376727 2.988879 2.048366
H -1.580905 5.055361 0.733370
H -2.192907 4.921053 -1.679717
H -2.610310 2.724580 -2.710526
H -1.641001 0.003065 -2.236438
H -3.365386 0.387876 -2.286661
H -2.712991 -0.511501 -0.926401
N 4.228910 -1.438032 1.347590
C 4.606639 -0.794039 2.513783
C 5.843555 -0.647572 3.129712
C 5.862247 0.068987 4.308875
C 4.688258 0.611045 4.855672
C 3.463647 0.464990 4.238609
C 3.432093 -0.244696 3.040176
N 2.381143 -0.541794 2.180867
C 2.901117 -1.251998 1.203767
C 2.041747 -1.786219 0.167028
C 2.260862 -2.773640 -0.737628
S 0.819947 -3.109346 -1.584349
C 0.006513 -1.922883 -0.679101
N 0.751679 -1.300285 0.186456
H 4.836303 -1.871331 0.674140
H 6.742208 -1.074717 2.704772
H 6.802903 0.216016 4.822382
H 4.746742 1.164531 5.782934
H 2.562259 0.878281 4.668188
H 3.173708 -3.306926 -0.943301
H -1.036935 -1.701824 -0.831872
S 1.449656 5.489114 1.657821
Sb 2.244255 3.512421 2.412814
S 1.239580 1.920880 0.805189
S -0.087106 1.015282 3.945964
S 0.497214 2.933971 4.217424
C 1.596951 4.059279 -6.001373
C 2.576793 4.053282 -5.020573
C 2.524053 3.129956 -3.984075
C 1.490880 2.203545 -3.924455
C 0.497044 2.230621 -4.898995
C 0.552687 3.146453 -5.938034
As 1.306997 0.915669 -2.458174
C 3.173479 0.688741 -1.929844
C 3.927533 1.513626 -1.103110
C 5.191782 1.118298 -0.689189
C 5.704109 -0.111605 -1.089059
C 4.967231 -0.934583 -1.927558
C 3.705210 -0.532711 -2.361628
C 2.836035 -1.299763 -3.275227
C 3.169068 -2.501131 -3.895221
C 2.267459 -3.110269 -4.755358
C 1.030121 -2.525565 -4.999666
C 0.690557 -1.332972 -4.374211
C 1.591715 -0.710756 -3.521411
H 1.642203 4.776744 -6.810368
H 3.387470 4.769446 -5.060115
H 3.294481 3.137633 -3.223773
H -0.332082 1.532770 -4.847156
H -0.220785 3.153671 -6.695664
H 3.531545 2.465753 -0.774700
H 5.772857 1.766229 -0.045733
H 6.688610 -0.420043 -0.758037
H 5.383884 -1.879315 -2.258466
H 4.136487 -2.957461 -3.721522
H 2.532372 -4.039415 -5.243441
H 0.331486 -2.997271 -5.678878
H -0.284258 -0.895219 -4.559241

Atomic forces in eV per Å
Tc -0.3 0.7 0.7
C 0.0 0.0 0.0
C 0.0 0.0 0.0
C 0.0 0.0 0.0
C 0.0 0.0 0.0
C 0.0 0.0 0.0
C 0.0 0.0 0.0
C 0.0 0.0 0.0
N 0.0 0.1 -0.1
C 0.0 0.0 0.2
N 0.0 0.0 0.0
C 0.0 0.1 0.0
C 0.1 -0.1 0.0
C 0.0 0.0 0.0
C 0.0 0.0 0.0
C 0.0 0.0 0.0
C 0.0 0.0 0.0
C 0.1 0.0 0.0
N 0.0 -0.2 -0.2
C 0.0 0.0 0.0
C -0.1 0.0 0.0
C 0.0 0.0 0.0
C 0.0 0.0 0.0
C 0.0 0.0 0.0
C 0.0 -0.1 0.0
C 0.0 0.1 0.0
H 0.0 0.0 0.0
H 0.0 0.0 0.0
H 0.0 0.0 0.0
H 0.0 0.0 0.0
H 0.0 0.0 0.0
H 0.0 0.0 0.0
H 0.0 0.0 0.0
H 0.0 0.0 0.0
H 0.0 0.0 0.0
H 0.0 0.0 0.0
H 0.0 0.0 0.0
H 0.0 0.0 0.0
H 0.0 0.0 0.0
H 0.0 0.0 0.0
H 0.0 0.0 0.0
H 0.0 0.0 0.0
H 0.0 0.0 0.0
H 0.0 0.0 0.0
H 0.0 0.0 0.0
H 0.0 0.0 0.0
H 0.0 0.0 0.0
H -0.1 0.0 0.0
N -0.1 -0.1 0.2
C -0.1 0.0 -0.1
C 0.0 0.0 0.0
C 0.0 0.0 0.0
C 0.0 0.0 0.0
C 0.0 0.0 0.1
C 0.0 0.1 0.0
N 0.1 -0.3 0.0
C 0.0 0.1 0.0
C 0.0 -0.1 0.1
C -0.2 -0.1 0.1
S -0.1 -0.2 0.3
C 0.0 -0.1 -0.1
N 0.1 -0.1 0.0
H 0.0 0.1 -0.1
H 0.0 0.0 0.0
H 0.0 0.0 0.0
H 0.0 0.0 0.0
H 0.0 0.0 0.0
H 0.0 0.0 0.0
H 0.0 0.0 0.1
S 0.1 -0.1 0.1
Sb -0.1 0.1 0.0
S -0.1 0.0 -0.1
S 0.1 -0.5 -0.3
S 0.0 0.2 -0.1
C 0.0 0.0 0.0
C 0.0 0.0 0.0
C 0.0 0.0 0.0
C 0.0 0.0 0.0
C 0.0 0.0 0.1
C 0.0 0.0 0.0
As 0.1 0.0 -0.2
C 0.0 -0.1 0.1
C 0.0 0.1 0.0
C 0.1 0.0 0.0
C 0.0 0.1 -0.1
C 0.0 0.0 -0.1
C 0.0 0.1 -0.1
C 0.1 0.2 -0.2
C 0.0 0.0 0.0
C 0.0 0.0 0.0
C 0.0 0.0 0.0
C 0.0 0.1 0.0
C 0.1 0.1 -0.1
H 0.0 0.0 0.0
H 0.0 0.0 0.0
H 0.0 0.0 0.0
H 0.0 0.0 0.0
H 0.0 0.0 0.0
H 0.0 0.0 0.0
H 0.0 0.0 0.0
H 0.0 0.0 0.0
H 0.0 0.0 0.0
H 0.0 0.0 0.0
H 0.0 0.0 0.0
H 0.0 0.0 0.0
H 0.0 0.0 0.0

Results
energy above the lowest of the compared OMol25 structures with the same formula, charge and spin: 27.04 kJ/mol
charge: 0
E_tot: -6807.0034 Eh
gap between HOMO and LUMO (spin up / spin down): 5.97 / 5.53 eV
E_HOMO (spin up / spin down): -6.40 / -6.48 eV
2S+1: 4